1.
Density functional theory data (ωB97M-V/def2-TZVPD) for a single C6H12S4 molecule.

Structure (ORCA input):
```
! RIJCOSX wB97M-V def2-TZVPD def2/J DEFGRID3
* xyz 0 1
C 0.548 0.665 -0.326
C 0.507 -0.722 0.338
C -0.879 1.176 -0.147
C -0.954 -1.134 0.141
C 1.612 1.599 0.230
C 1.536 -1.722 -0.204
S -1.762 1.786 -1.540
S -1.292 1.882 1.404
S -1.901 -1.649 1.526
S -1.416 -1.814 -1.407
H 0.717 0.532 -1.398
H 0.658 -0.586 1.413
H 1.599 2.546 -0.307
H 2.595 1.146 0.109
H 1.437 1.790 1.287
H 2.264 -1.998 0.554
H 2.068 -1.299 -1.053
H 1.050 -2.635 -0.538
H -1.466 0.741 -2.321
H -2.575 2.086 1.115
H -1.629 -0.557 2.256
H -2.718 -1.833 -1.131
*
```

Values from the calculation:
ΔE to the lowest compared entry with this formula, charge and spin	225.6	kJ/mol
gap between HOMO and LUMO (alpha / beta)	0.2672 / 0.2673	Eh
HOMO energy (alpha / beta)	-6.880 / -6.885	eV
total energy	-49755.363	eV

2.
Density functional theory data (ωB97M-V/def2-TZVPD) for 2 unconnected molecules or ions with the total composition C3H2N3OS2.

Structure (ORCA input):
```
! RIJCOSX wB97M-V def2-TZVPD def2/J DEFGRID3
* xyz 1 3
C -0.591 0.286 0.890
C 0.242 -0.454 0.065
C 0.655 1.678 -0.724
N -2.752 -1.932 1.753
N -2.495 -0.913 1.448
N 1.031 0.369 -0.701
O 0.345 -1.753 0.064
S 1.390 2.905 -1.506
S -0.678 1.890 0.476
H 1.787 0.043 -1.297
H 1.065 -2.120 -0.469
*
```

Values from the calculation:
ΔE to the lowest compared entry with this formula, charge and spin	0.0	kJ/mol
gap between HOMO and LUMO (alpha / beta)	0.3262 / 0.2441	Eh
expectation value of S²	2.047
HOMO energy (alpha / beta)	-13.466 / -14.016	eV
total energy	-31321.549	eV

3.
Density functional theory data (ωB97M-V/def2-TZVPD) for a molecular structure, C16H15ClN4O.

Structure (ORCA input):
```
! RIJCOSX wB97M-V def2-TZVPD def2/J DEFGRID3
* xyz 0 1
C -4.634 -0.108 0.527
C -3.133 0.246 0.111
N -2.472 1.333 0.628
C -1.334 1.195 0.050
C -0.262 1.864 0.149
C 0.810 1.692 -0.368
C 0.815 0.633 -1.216
C -0.199 -0.041 -1.730
C -1.374 0.195 -0.956
N -2.513 -0.485 -0.820
C -3.053 -1.364 -1.566
H -2.241 -1.921 -2.179
H -3.442 -2.489 -1.052
H -3.695 -1.166 -2.309
H -0.136 -0.862 -2.476
H 1.735 0.591 -1.834
N 2.047 2.400 -0.128
C 3.283 2.118 -0.106
O 4.330 3.072 -0.403
N 3.546 0.873 0.102
C 2.744 -0.152 0.498
C 1.826 0.238 1.813
C 1.147 -0.725 2.275
C 1.148 -2.090 1.922
C 2.077 -2.291 0.477
C 2.940 -1.449 0.137
Cl 3.940 -2.060 -1.157
H 2.187 -3.311 0.319
H 0.514 -2.945 2.297
H 0.528 -0.627 3.106
H 1.927 1.260 1.994
H 4.460 0.510 -0.459
H 1.912 3.602 -0.101
H -0.354 2.713 1.001
H -4.766 -1.180 0.864
H -5.026 0.801 1.209
H -5.282 -0.071 -0.622
*
```

Values from the calculation:
ΔE to the lowest compared entry with this formula, charge and spin	1275.5	kJ/mol
gap between HOMO and LUMO	0.2749	Eh
HOMO energy	-7.787	eV
total energy	-37354.482	eV